(A)
Entry from the OMol25 dataset: an isolated molecule of C5H14N2 (ωB97M-V/def2-TZVPD).

Element x y z (Å)
H  -0.66872  -1.68607  0.80525
C  -0.89900  -1.27982  -0.19970
C  0.48829  0.85585  -0.32777
C  1.53114  0.57196  0.72256
H  -0.18252  -1.77515  -0.88953
H  -0.03452  2.65592  0.62006
H  2.54335  -1.04044  1.54056
N  -0.81637  0.14300  -0.17551
H  0.78048  0.31295  -1.24941
H  -2.91056  -1.26617  0.46708
H  2.42484  1.15767  0.52612
H  -1.61678  0.56663  -0.62328
H  -0.75567  2.45511  -0.95059
C  -2.34636  -1.65873  -0.39600
H  2.49952  -1.16831  0.01662
H  0.94860  0.68906  1.64890
H  -2.60829  -2.72634  -0.30404
H  0.97254  2.95387  -0.80542
C  0.17689  2.33710  -0.39711
N  1.89364  -0.86701  0.77802
H  -2.85284  -1.19699  -1.24253

Summary:
SMILES ... CCN[C@@H](C)CN
Lowest unoccupied orbital energy ... 1.2 eV
Gap between HOMO and LUMO ... 9.179 eV
HOMO energy ... -8.02 eV

=====

(B)
Entry from the OMol25 dataset: a cluster of 2 separate species, C5H14N2 in total (ωB97M-V/def2-TZVPD).

Element x y z (Å)
H  0.38645  -0.68678  1.83673
H  1.55521  0.54896  0.22777
H  -0.97334  0.81091  2.12764
H  1.12752  -2.17788  -1.24702
N  -0.37303  -0.26213  0.09954
C  -1.44971  0.66454  -0.36790
H  -1.39394  2.57626  2.54578
N  2.16143  -0.85164  -2.57097
H  -1.36090  -1.07763  1.71846
C  1.69548  -1.22784  -1.17013
H  -2.19541  0.63670  0.43458
H  -2.60162  1.28426  3.29080
H  -1.91465  0.34211  -1.34589
H  -2.94130  2.15886  1.80636
H  2.67130  -1.35673  -0.69867
C  -2.05494  1.72452  2.45351
C  1.01136  -0.22901  -0.33915
H  -1.09995  1.70177  -0.44210
H  2.76887  -0.03653  -2.55390
C  -0.59920  -0.31833  1.55450
H  1.36458  -0.60684  -3.14112

Summary:
Lowest unoccupied orbital energy ... -1.7 eV
Gap between HOMO and LUMO ... 4.296 eV
HOMO energy ... -5.97 eV

=====

(C)
Entry from the OMol25 dataset: an isolated molecule of C5H14N2 (ωB97M-V/def2-TZVPD).

Element x y z (Å)
H  -1.43724  -2.41413  0.08019
H  -0.10793  -1.49915  0.82743
N  -0.97947  -0.65613  -0.93888
H  -0.46529  2.36994  0.56869
H  -1.78157  1.21846  -0.92341
C  -0.07926  1.35610  0.39461
C  -1.27157  0.55891  -0.21497
C  1.08544  1.46065  -0.58879
H  1.07455  -0.03303  1.61796
N  0.41271  -2.65344  -0.79429
H  1.84735  2.12032  -0.18990
H  1.54365  0.49110  -0.75656
H  1.24407  -2.12773  -1.05293
H  0.01512  -3.04881  -1.63978
C  0.41387  0.82225  1.74086
H  -0.42282  0.53383  2.37424
H  0.75265  1.86190  -1.54365
H  -1.98158  0.31045  0.57818
H  0.97671  1.59884  2.25731
C  -0.54617  -1.80518  -0.13655
H  -0.29324  -0.46515  -1.65977

Summary:
SMILES ... CC(C)CNCN
Lowest unoccupied orbital energy ... 1.0 eV
Gap between HOMO and LUMO ... 9.554 eV
HOMO energy ... -8.51 eV

=====

Relative energies in eV: (A) 0.778; (B) 8.167; (C) 0.000

=====

(A)
Entry from the OMol25 dataset: a structure of composition C5H14N2 (ωB97M-V/def2-TZVPD).

Element x y z (Å)
H  0.61759  2.63828  -0.69257
C  -1.23572  0.29256  1.12301
H  -2.04173  1.10098  1.20444
N  -2.43677  -0.22820  -0.91249
H  -0.80436  2.87929  0.34561
H  0.46936  -0.37009  0.07305
C  3.03084  -1.69422  -0.29648
H  -0.85584  0.04449  2.16717
H  -3.19407  -0.64052  -1.47164
H  2.74314  -2.41980  0.45813
H  0.86138  2.76520  1.01599
N  0.37644  0.11600  -0.92310
H  -1.02473  -1.56515  -0.26125
H  2.95657  -2.03964  -1.35832
C  0.18665  2.42447  0.27772
H  -1.80770  0.40735  -1.52373
C  -1.75173  -0.84977  0.17924
H  -2.45941  -1.44429  0.75797
H  2.32480  -0.83724  -0.07869
C  -0.02922  0.81776  0.16335
H  4.07452  -1.39745  -0.24743

Summary:
Lowest unoccupied orbital energy ... 0.7 eV
Gap between HOMO and LUMO ... 9.407 eV
HOMO energy ... -8.68 eV

=====

(B)
Entry from the OMol25 dataset: a cluster of 2 separate species, C5H14N2 in total (ωB97M-V/def2-TZVPD).

Element x y z (Å)
C  1.11678  -0.24272  1.71407
H  0.48693  0.16667  0.88787
H  -1.60953  2.34420  -2.01342
H  0.06526  -2.17112  1.53230
H  2.91323  0.31138  0.66908
H  0.73696  -1.85454  3.14429
H  -3.72215  1.06886  -2.35508
C  0.25003  -1.36008  2.31115
H  2.36874  -1.42521  0.46169
H  -3.09909  0.42947  -0.80654
C  -0.34912  0.84712  -1.94175
H  1.22354  0.58218  2.37298
H  3.24196  -1.00322  1.88109
N  0.67709  1.60593  -1.77446
N  -1.61960  1.34272  -2.04954
C  -2.85600  0.59817  -1.84850
H  1.52766  1.05952  -1.75342
C  2.49590  -0.58274  1.13403
H  -2.80908  -0.46544  -2.23689
H  -0.31201  -0.26376  -1.90137
H  -0.72751  -0.98737  2.57243

Summary:
SMILES ... [H]/N=C/NC.CCC
Lowest unoccupied orbital energy ... 0.9 eV
Gap between HOMO and LUMO ... 9.748 eV
HOMO energy ... -8.85 eV

=====

(C)
Entry from the OMol25 dataset: a cluster of 2 separate species, C5H14N2 in total (ωB97M-V/def2-TZVPD).

Element x y z (Å)
H  -0.56834  -0.37050  1.13122
H  -2.01505  -3.39692  -0.36187
C  -0.22104  -0.63443  0.13007
C  -1.85899  -2.34139  -0.13523
H  -0.22409  -2.02121  -2.23329
N  -0.44321  -2.04466  -0.11191
C  0.20603  -2.48261  -1.32900
H  1.18947  4.43265  -0.04603
H  -2.30716  -2.13390  0.83808
C  1.80417  2.31834  1.51192
H  2.75347  2.73659  1.20259
H  -0.24712  2.21123  1.12084
H  1.75426  1.62236  2.33248
H  -0.25532  3.77058  -0.55856
N  0.66301  3.58741  -0.19231
C  0.70072  2.66681  0.85721
H  0.83819  -0.39304  0.07438
H  1.26190  -2.21386  -1.30082
H  0.12478  -3.56367  -1.43636
H  -2.39233  -1.74827  -0.90058
H  -0.76335  -0.00148  -0.59282

Summary:
SMILES ... CN(C)C.C=CN
Lowest unoccupied orbital energy ... 1.0 eV
Gap between HOMO and LUMO ... 9.429 eV
HOMO energy ... -8.40 eV

=====

Relative energies in eV: (A) 4.056; (B) 0.000; (C) 0.553

=====

(A)
Entry from the OMol25 dataset: an isolated molecule of C5H14N2 (ωB97M-V/def2-TZVPD).

Element x y z (Å)
H  0.64979  -0.26824  1.33800
H  -2.30756  1.53681  1.86679
H  -2.58615  1.34215  -1.10181
C  -1.65618  0.76515  1.47283
C  -1.77069  1.99069  -0.74124
H  -2.26854  -0.09247  1.20055
H  2.66860  -2.74020  -1.13001
H  1.92781  -1.37993  -1.85353
H  1.95693  -2.09542  0.99126
C  1.36666  -1.71070  0.15326
H  -0.12365  1.96454  0.55818
H  -1.20285  2.33475  -1.59617
C  -0.12597  0.09091  -0.43312
H  0.49975  -2.38370  0.02310
H  -0.87971  -0.70393  -0.55693
H  -2.34166  2.76454  -0.21755
H  0.24919  0.42777  -1.39807
N  2.22810  -1.84450  -1.01480
C  -0.88497  1.23754  0.24683
H  -1.02550  0.45840  2.30416
N  0.99982  -0.35337  0.39237

Summary:
SMILES ... CC(C)CNCN
Lowest unoccupied orbital energy ... 1.1 eV
Gap between HOMO and LUMO ... 9.730 eV
HOMO energy ... -8.64 eV

=====

(B)
Entry from the OMol25 dataset: an isolated molecule of C5H14N2 (ωB97M-V/def2-TZVPD).

Element x y z (Å)
H  -0.36395  -1.94514  -2.31849
H  1.16730  2.02835  1.68086
H  0.20895  -0.89684  2.72999
H  1.01997  -2.10044  -1.26174
N  -0.65245  -0.75139  -0.62534
H  -0.53935  1.77340  -0.26702
H  -1.64478  1.12417  0.84558
H  0.56379  0.12082  -3.20820
H  -1.43040  -0.99238  1.90311
C  0.07426  2.13625  1.78132
H  -0.21829  -2.13105  1.53335
H  2.00776  -0.30542  -2.54711
C  0.02489  -0.18176  0.54528
C  0.32747  -1.30553  -1.69772
N  1.02246  -0.19312  -2.35803
C  -0.55977  1.27348  0.66814
H  -0.20788  3.17771  1.66538
H  -1.10444  0.00184  -1.16668
C  -0.36426  -1.07691  1.75752
H  -0.24907  1.73760  2.75493
H  1.10916  -0.15717  0.38929

Summary:
SMILES ... CC[C@@H](C)NCN
Lowest unoccupied orbital energy ... 1.1 eV
Gap between HOMO and LUMO ... 9.893 eV
HOMO energy ... -8.79 eV

=====

Relative energies in eV: (A) 0.000; (B) 0.283

=====

(A)
Entry from the OMol25 dataset: an isolated molecule of C2H3F3N2 (ωB97M-V/def2-TZVPD).

Element x y z (Å)
H  3.44366  0.55059  -0.36827
C  0.58413  -0.45536  0.02966
H  0.85928  -1.48442  0.23855
H  2.98021  -1.10438  0.01256
N  1.51769  0.37112  -0.07777
F  -1.51192  -0.33531  1.12730
C  -0.86043  -0.03362  -0.03325
N  2.77482  -0.09294  0.10439
F  -0.93874  1.26454  -0.10342
F  -1.51300  -0.59313  -1.02919

Summary:
SMILES ... N/N=C/C(F)(F)F
Lowest unoccupied orbital energy ... 0.9 eV
Gap between HOMO and LUMO ... 10.688 eV
HOMO energy ... -9.78 eV

=====

(B)
Entry from the OMol25 dataset: an isolated molecule of C2H3F3N2 (ωB97M-V/def2-TZVPD).

Element x y z (Å)
H  -1.93815  0.76403  0.53908
N  0.02837  -0.12506  0.62367
F  1.23188  0.03837  -1.32139
F  1.85377  1.17076  0.57156
N  -0.77827  -0.96139  -0.25814
H  -1.33966  -1.54347  0.35263
C  -1.23066  0.37316  -0.09406
F  2.10392  -0.92284  0.34870
H  -1.20183  1.12987  -0.81278
C  1.27064  0.07657  0.05072

Summary:
SMILES ... FC(F)(F)N1CN1
Lowest unoccupied orbital energy ... 0.9 eV
Gap between HOMO and LUMO ... 11.764 eV
HOMO energy ... -10.88 eV

=====

Relative energies in eV: (A) 0.000; (B) 1.193

=====

(A)
Entry from the OMol25 dataset: an isolated molecule of C7H12S (ωB97M-V/def2-TZVPD).

Element x y z (Å)
C  -0.32917  0.09250  -1.04084
C  -0.43016  -1.04483  -2.15443
H  -1.34731  0.67854  -0.78054
C  0.56968  1.11471  0.78797
H  -1.66282  -1.45766  1.10405
C  -1.06935  -0.57991  1.36518
H  -2.74645  -0.60452  2.73882
H  -0.43689  1.77411  1.08221
H  0.45613  -2.43952  0.44981
H  -1.09476  -1.81998  -1.78329
C  -1.73828  -0.18286  2.47720
H  1.32715  -1.60012  1.56519
H  0.55988  -1.31371  -2.68934
C  0.01778  -0.38894  0.46623
H  -1.54192  0.79263  3.31046
H  1.83028  -1.59680  -0.23317
S  1.02985  1.36797  -1.13575
C  0.95064  -1.50859  0.54997
H  -1.02266  -0.76929  -3.06769
H  1.37507  1.45642  1.76776

Summary:
SMILES ... C=C[C@]1(C)CS[C@H]1C
Lowest unoccupied orbital energy ... 0.7 eV
Gap between HOMO and LUMO ... 9.361 eV
HOMO energy ... -8.64 eV

=====

(B)
Entry from the OMol25 dataset: a structure of composition C7H12S (ωB97M-V/def2-TZVPD).

Element x y z (Å)
H  1.56572  0.65326  1.49589
H  -0.69882  -2.32672  0.81290
H  0.39351  -0.69668  -1.79096
H  1.11607  -2.26747  -0.85854
C  -0.47043  0.94309  0.47485
C  0.91162  0.32219  0.70344
C  -1.37741  -0.22058  0.25258
H  2.68310  -0.55510  0.11530
S  -2.68180  -0.48492  -0.73958
H  -0.03336  1.77458  -1.51728
H  -1.01659  1.54552  1.11512
H  -1.50282  2.59408  -0.68183
H  -0.20822  -0.60764  1.96366
C  1.31994  -1.19412  -1.34239
H  -2.19926  -1.57502  1.93954
C  -0.55914  2.14564  -0.60415
C  1.71849  -0.43365  -0.16510
H  2.02566  -1.28572  -2.32906
H  0.13328  2.89688  -0.07465
C  -1.11952  -1.22762  1.23024

Summary:
Lowest unoccupied orbital energy ... -0.2 eV
Gap between HOMO and LUMO ... 8.044 eV
HOMO energy ... -8.26 eV

=====

(C)
Entry from the OMol25 dataset: an isolated molecule of C7H12S (ωB97M-V/def2-TZVPD).

Element x y z (Å)
C  -1.62731  0.84227  -0.77994
C  -0.14752  1.59462  1.13378
S  2.34741  -0.21462  -0.11372
C  -1.55917  -1.38698  0.34691
C  0.55161  -0.29158  -0.46004
H  -2.10857  -2.22569  0.74941
H  -0.58021  2.60872  1.17009
C  -2.26505  -0.39217  -0.20121
H  -0.75310  0.97948  1.80923
H  2.65188  0.63907  -1.08484
H  -2.24924  1.71976  -0.51663
H  0.87072  1.66996  1.53446
C  -0.05145  -1.37974  0.44520
H  0.26802  -1.23814  1.50079
H  0.34017  -2.35396  0.14859
H  0.33960  1.77048  -0.94725
C  -0.19236  1.04045  -0.29649
H  -1.67033  0.80580  -1.87021
H  0.42758  -0.63713  -1.53713
H  -3.34758  -0.46555  -0.26610

Summary:
SMILES ... C[C@@H]1CC=CC[C@@H]1S
Lowest unoccupied orbital energy ... 0.9 eV
Gap between HOMO and LUMO ... 9.904 eV
HOMO energy ... -9.01 eV

=====

Relative energies in eV: (A) 4.633; (B) 5.093; (C) 0.000